Record 1
Entry from OMol25: an isolated molecule of C5H8O in a non-equilibrium geometry (ωB97M-V/def2-TZVPD).

Last column: natural (NBO) charge in e.
Geometry (Å):
C 0.6288 -0.9085 -0.0571  -0.138
C 1.3397 0.1879 0.2498  -0.224
C -1.3623 0.2103 -0.1163  0.372
C 2.8013 0.2370 0.0049  -0.694
C -2.8255 0.2701 0.0976  -0.708
O -0.7349 -0.9049 0.0434  -0.350
H 0.9850 -1.9334 -0.1984  0.173
H -0.7721 1.1095 -0.2646  0.216
H 3.3178 0.6522 0.8699  0.215
H 2.9703 0.9210 -0.8290  0.226
H 3.2461 -0.7315 -0.2554  0.176
H -3.2110 -0.7082 0.3732  0.238
H -3.3296 0.6140 -0.8073  0.244
H -3.0538 0.9843 0.8894  0.253

Summary:
charge	0
spin multiplicity	1
energy	-7357.215	eV

---

Record 2
Entry from OMol25: a structure of composition C54H55As2FN5O5OsTe in a non-equilibrium geometry (ωB97M-V/def2-TZVPD).

Last column: Mulliken charge in e.
Geometry (Å):
Os 0.2747 0.1175 -0.0595  1.644
C 3.9120 0.4588 0.7377  -1.265
As 2.1637 0.1342 1.4833  1.132
C 2.5439 -1.3418 2.6367  -0.871
C 1.8553 1.6851 2.5961  -0.233
C 2.4638 1.8133 3.8387  -0.617
C 2.2929 2.9757 4.5781  -0.845
C 1.5150 4.0114 4.0783  -0.875
C 0.8976 3.8846 2.8410  -0.893
C 1.0578 2.7219 2.0967  0.242
As 0.2445 2.5181 0.3462  0.818
C -1.4605 3.4054 0.4393  -1.224
C 1.2673 3.7681 -0.7093  -1.290
H 4.6069 0.6004 1.5621  0.507
H 3.8965 1.3298 0.0929  0.295
H 4.1993 -0.4057 0.1433  0.460
H 3.4241 -1.0963 3.2260  0.646
H 2.7602 -2.2062 2.0114  0.459
H 1.7061 -1.5749 3.2767  -0.042
H 3.0704 1.0097 4.2379  0.419
H 2.7743 3.0765 5.5421  0.488
H 1.3885 4.9200 4.6525  0.446
H 0.2910 4.6966 2.4602  0.415
H -1.3317 4.4465 0.7216  0.628
H -2.1205 2.9001 1.1404  0.368
H -1.8990 3.3622 -0.5564  0.371
H 1.2730 4.7233 -0.1905  0.517
H 0.8117 3.8808 -1.6912  0.424
H 2.2827 3.4013 -0.8279  0.350
F -5.8331 2.1944 -2.3004  -0.345
C -5.3586 0.9359 -2.3532  0.358
C -4.1470 0.6924 -1.7892  -0.772
C -3.6007 -0.5991 -1.7894  1.014
C -2.3227 -0.8550 -1.1711  0.366
O -1.7499 0.1453 -0.5754  -0.707
C -1.8266 -2.1645 -1.2762  1.012
C -2.5792 -3.1133 -1.9327  -0.549
N -3.7691 -2.8916 -2.4775  0.505
C -4.4900 -3.9891 -3.1126  -0.341
C -4.6308 -3.9984 -4.6069  -0.451
C -3.7301 -4.9842 -3.9295  -1.095
C -4.3191 -1.6153 -2.4257  -0.361
C -5.5644 -1.3435 -3.0023  -1.126
C -6.1321 -0.0794 -2.9632  -0.706
N -7.3872 0.1550 -3.5412  0.186
C -8.4414 -0.8490 -3.4764  -0.718
C -9.0453 -1.0326 -4.8677  -0.741
N -9.0614 0.3075 -5.5717  -0.110
C -9.1967 1.4323 -4.5858  -0.869
C -7.9183 1.5099 -3.7486  -0.661
C -0.4687 -2.6342 -0.8482  -0.364
O 0.0070 -3.6376 -1.3181  -0.733
O 0.1170 -1.9267 0.1015  -0.170
H -3.6061 1.5022 -1.3204  0.752
H -2.1789 -4.1128 -2.0268  0.876
H -5.3189 -4.3433 -2.5133  0.585
H -4.1549 -3.1918 -5.1505  0.232
H -5.5633 -4.3473 -5.0295  0.329
H -2.6645 -4.8426 -4.0577  0.312
H -4.0372 -6.0181 -3.8634  0.280
H -6.0786 -2.1425 -3.5152  0.800
H -9.2109 -0.5329 -2.7652  0.324
H -8.0639 -1.8019 -3.1228  0.455
H -10.0643 -1.4079 -4.8008  0.378
H -8.4569 -1.7166 -5.4741  0.441
H -9.8106 0.3349 -6.2634  0.356
H -8.1819 0.4318 -6.0738  0.384
H -10.0800 1.2324 -3.9848  0.370
H -9.3545 2.3666 -5.1179  0.415
H -8.1578 2.0260 -2.8174  0.397
H -7.1715 2.1024 -4.2730  0.517
Te -1.5158 -0.8749 2.1915  0.623
C -1.8156 -0.1278 4.1326  0.130
C -2.9886 -0.5341 4.7583  -0.711
C -3.2025 -0.1751 6.0826  -0.696
C -2.2527 0.5754 6.7646  -0.707
C -1.0926 0.9886 6.1232  -0.553
C -0.8664 0.6393 4.7985  0.294
C -0.7995 -2.7150 2.8887  0.997
C -1.1123 -3.8520 2.1525  -0.384
C -0.6158 -5.0835 2.5556  -0.622
C 0.1923 -5.1722 3.6807  -0.713
C 0.4756 -4.0360 4.4295  -0.529
C -0.0252 -2.8024 4.0403  -0.873
H -3.7248 -1.1297 4.2305  0.433
H -4.1118 -0.4865 6.5801  0.422
H -2.4188 0.8376 7.8012  0.412
H -0.3600 1.5809 6.6571  0.495
H 0.0402 0.9614 4.2992  0.442
H -1.7530 -3.7869 1.2817  0.365
H -0.8638 -5.9725 1.9903  0.448
H 0.5867 -6.1327 3.9857  0.419
H 1.0906 -4.1092 5.3175  0.454
H 0.1621 -1.9268 4.6507  0.546
O 2.0238 0.8276 -1.3405  -0.731
C 1.5170 0.3143 -2.3741  -0.677
N 2.0187 0.2196 -3.5926  0.007
C 1.0473 -0.4224 -4.4892  3.874
C -0.1018 -0.7321 -3.4723  -1.728
O -1.1281 -1.2761 -3.7604  -0.317
N 0.3051 -0.1998 -2.2391  0.437
C 1.6328 -1.6941 -5.0832  -0.151
C 2.2159 -1.6723 -6.3441  -0.334
C 2.8740 -2.7966 -6.8267  -0.952
C 2.9449 -3.9466 -6.0549  -0.496
C 2.3582 -3.9723 -4.7972  -0.963
C 1.7122 -2.8478 -4.3079  -0.430
C 0.4516 0.5579 -5.5008  -0.714
C 0.7229 1.9174 -5.4465  -0.323
C 0.1403 2.7881 -6.3628  -1.040
C -0.7234 2.3030 -7.3294  -0.459
C -1.0071 0.9424 -7.3771  -1.026
C -0.4291 0.0750 -6.4647  0.037
H 2.9614 0.4641 -3.8496  0.308
H 2.1846 -0.7677 -6.9390  0.479
H 3.3439 -2.7653 -7.8011  0.439
H 3.4668 -4.8179 -6.4282  0.437
H 2.4085 -4.8694 -4.1934  0.504
H 1.2679 -2.8813 -3.3173  0.396
H 1.4043 2.3097 -4.7020  0.489
H 0.3727 3.8450 -6.3233  0.454
H -1.1736 2.9792 -8.0437  0.455
H -1.6778 0.5560 -8.1343  0.447
H -0.6590 -0.9823 -6.4941  0.584

Summary:
charge	+3
spin multiplicity	1
energy	-208711.690	eV

---

Record 3
Entry from OMol25: the ion C19H22N5O3 with charge +1 in a non-equilibrium geometry (ωB97M-V/def2-TZVPD).

Last column: natural (NBO) charge in e.
Geometry (Å):
O 4.6891 -2.6861 0.6968  -0.389
O 3.0272 -4.0741 0.3783  -0.345
N 0.5927 -2.7794 -0.1384  -0.409
O -4.7147 -2.1094 -1.6846  -0.496
C -2.6360 -3.5226 -1.6468  -0.254
C 3.1080 -0.7996 1.7756  -0.096
C 2.2892 0.2838 2.1806  -0.384
C -3.3772 -2.3532 -1.3562  0.305
C -1.2998 -3.6385 -1.2434  -0.154
C 2.6085 -1.8987 0.9889  -0.035
C -2.7614 -1.3405 -0.5834  -0.247
C 0.9591 0.3361 1.7961  0.205
C -0.8382 -0.4738 0.6280  0.182
C -0.6921 -2.6237 -0.4804  0.155
C 1.2324 -1.8217 0.5892  0.192
C -1.4355 -1.4587 -0.1484  -0.085
C 0.4755 -0.6647 0.9642  -0.121
N -1.2067 0.6944 1.2105  -0.417
N -0.1374 1.1694 2.0006  -0.228
N 3.4938 -2.9467 0.6401  0.503
C -5.4673 -3.2060 -2.2110  -0.256
C -0.0020 2.5826 2.4314  -0.207
C 0.0677 3.4990 1.2074  -0.442
C 2.6960 3.2317 -1.5474  -0.436
C 0.8548 1.6191 -1.1296  -0.444
C 1.4293 3.3556 0.5141  -0.250
N 1.3487 3.0318 -0.9210  -0.347
H -3.0506 -4.3406 -2.2039  0.236
H 4.1453 -0.8029 2.1398  0.260
H 2.7015 1.0226 2.8634  0.226
H -0.7380 -4.5151 -1.4921  0.244
H -3.3220 -0.4734 -0.2698  0.206
H -2.1620 0.7475 1.5384  0.420
H -5.4628 -4.0413 -1.5021  0.186
H -5.0507 -3.5327 -3.2055  0.178
H -6.4537 -2.8424 -2.4221  0.210
H 0.8711 2.7487 3.0645  0.236
H -0.9001 2.7747 3.0086  0.229
H -0.0776 4.5409 1.5584  0.243
H -0.7423 3.2459 0.5208  0.220
H 3.4958 2.6382 -1.0648  0.252
H 2.6040 2.8539 -2.6022  0.239
H 3.0206 4.3153 -1.5825  0.250
H 1.5373 0.9250 -0.6591  0.249
H -0.1833 1.5202 -0.7102  0.250
H 0.8336 1.3717 -2.2227  0.248
H 2.0096 4.2462 0.7105  0.240
H 1.9719 2.5328 0.9906  0.242
H 0.6487 3.6583 -1.3691  0.438

Summary:
charge	+1
spin multiplicity	1
energy	-33641.739	eV

---

Record 4
Entry from OMol25: a structure of composition C31H38Cl2N2O4S4SiTl in a non-equilibrium geometry (ωB97M-V/def2-TZVPD).

Last column: Mulliken charge in e.
Geometry (Å):
Tl -0.1607 0.3131 -0.2142  -0.139
C 1.6617 4.2108 0.6196  -1.024
C 1.0594 3.8794 1.9722  -0.717
S 1.0177 2.0617 2.2570  0.259
C -0.1432 1.9182 3.6598  -0.665
C -1.5465 2.4417 3.4251  -1.224
S -2.3651 1.6383 1.9899  0.398
C -3.2788 3.0791 1.3119  -0.797
C -3.7720 2.8447 -0.1042  -1.064
S -2.5066 2.4871 -1.3692  0.334
C -1.7989 4.1340 -1.7341  -1.170
C -0.7300 4.6130 -0.7737  -0.254
S 0.7583 3.5411 -0.8198  0.257
H 2.6608 3.7852 0.5384  0.440
H 1.7183 5.2944 0.4976  0.513
H 0.0490 4.2764 2.0497  0.246
H 1.6724 4.3236 2.7587  0.478
H 0.3023 2.4176 4.5212  0.581
H -0.1696 0.8454 3.8480  0.086
H -1.5526 3.5168 3.2490  0.525
H -2.1551 2.2388 4.3075  0.593
H -2.6208 3.9449 1.3676  0.274
H -4.1385 3.2539 1.9615  0.493
H -4.3365 3.7142 -0.4437  0.528
H -4.4177 1.9669 -0.1303  0.397
H -2.6245 4.8445 -1.7598  0.510
H -1.3804 4.0362 -2.7349  0.464
H -1.0999 4.6294 0.2484  -0.149
H -0.4311 5.6233 -1.0578  0.499
O -3.1832 -4.0454 6.1692  -0.464
C -3.3078 -2.9520 5.4060  0.501
O -4.2976 -2.2766 5.4426  -0.533
C -2.1632 -2.6203 4.4997  0.492
C -2.4697 -1.9082 3.3422  -1.158
C -1.4721 -1.5439 2.4694  0.576
C -0.1393 -1.8904 2.7133  -0.271
C 0.1667 -2.5845 3.8890  -0.727
C -0.8351 -2.9396 4.7734  -1.130
N 0.7908 -1.4257 1.7991  0.949
C 1.9727 -1.8861 1.6865  -0.650
C 2.9557 -1.3062 0.7804  0.527
C 4.2751 -1.7680 0.8283  -0.928
C 5.2222 -1.1935 -0.0009  -0.549
C 4.8292 -0.1815 -0.8605  -0.932
C 3.4939 0.2018 -0.8535  -0.391
N 2.5837 -0.3343 -0.0618  0.583
H -2.3691 -4.5384 6.0035  0.317
H -3.4974 -1.6333 3.1635  0.508
H -1.7165 -0.9844 1.5821  0.270
H 1.1914 -2.8225 4.1265  0.448
H -0.5642 -3.4245 5.7015  0.394
H 2.3316 -2.7444 2.2636  0.314
H 4.5611 -2.5497 1.5157  0.484
H 6.2490 -1.5245 0.0262  0.465
H 5.5397 0.3016 -1.5117  0.482
H 3.1483 0.9855 -1.5144  0.460
Cl -1.5759 -3.0654 -0.2189  -0.081
C -2.7718 -2.3154 -1.2960  -0.010
Cl -3.3153 -0.7735 -0.6393  -0.037
C -2.0840 -2.0971 -2.6496  0.130
O -2.3772 -2.7700 -3.5960  -0.548
O -1.1864 -1.1547 -2.6217  0.389
H -3.6301 -2.9798 -1.3961  0.547
C 0.3546 0.9550 -3.4583  -0.098
Si -0.2089 -0.7805 -4.0041  -0.190
C -1.2885 -0.7839 -5.5643  -1.191
C 1.2526 -1.9743 -3.8331  0.453
C 1.2262 -3.0478 -2.9441  0.084
C 2.3380 -3.8460 -2.7452  -0.800
C 3.5087 -3.5900 -3.4371  -0.519
C 3.5512 -2.5367 -4.3355  -0.763
C 2.4381 -1.7407 -4.5282  -0.299
H 0.8246 1.4951 -4.2717  0.658
H 1.0871 0.8919 -2.6547  -0.405
H -0.4788 1.5580 -3.1049  -0.162
H -0.7380 -0.4120 -6.4224  0.378
H -2.1549 -0.1372 -5.4304  0.363
H -1.6632 -1.7732 -5.8125  0.382
H 0.3216 -3.2667 -2.4004  0.286
H 2.2866 -4.6711 -2.0516  0.448
H 4.3786 -4.2110 -3.2856  0.441
H 4.4558 -2.3376 -4.8898  0.433
H 2.4821 -0.9202 -5.2289  0.402

Summary:
charge	+1
spin multiplicity	1
energy	-124889.600	eV